The following is a DFT calculation (wB97M-V/def2-TZVPD) of an isolated ion of composition C6H3N2O2S and charge -1 in a non-equilibrium geometry.

- E_LUMO (eV) = 3.202
- total charge = -1
- HOMO (eV) = -3.5
- largest force on an atom (eV/Å) = 5.0
- orbital gap (eV) = 6.73
- ΔE to the lowest compared entry with this formula, charge and spin (eV) = 2.287
- spin multiplicity = 1
- DFT total energy (eV) = -24180.1980

XYZ file:
```
14
Properties=species:S:1:pos:R:3:forces:R:3
O -2.5429 -0.8970 3.9529 0.0345 -1.8029 0.8504
C -2.9370 0.2364 3.7179 2.8405 -1.1883 -1.7514
O -3.6286 1.0068 4.2918 -2.4378 2.6918 1.4390
C -2.2417 0.5720 2.3356 4.2407 -2.1606 -1.4136
S -3.1954 0.5992 0.9764 1.1134 0.1238 -0.6840
C -1.9612 0.3137 -0.2273 -1.3276 -1.0301 -0.9250
C -0.7625 -0.0101 0.3962 -2.1652 0.6039 1.1270
N 0.4915 -0.2702 0.0168 2.1121 -0.5595 -2.7138
C 1.2543 -0.2661 1.1780 -1.7932 -0.4659 -1.1843
N 0.5584 -0.1271 2.2341 -0.9357 0.8093 1.6269
C -0.7407 0.0420 1.7936 -4.2262 2.0407 1.1580
H -2.3155 -0.2436 -1.1128 0.1740 0.7819 0.2347
H 0.7945 -0.4859 -0.9812 -0.4594 0.6092 2.3274
H 2.2671 -0.3078 1.1378 2.8300 -0.4532 -0.0914
```
Forces are in eV/Å.